Entry 1:
DFT (the ωB97M-V functional and the def2-TZVPD basis) results for a cluster of 2 separate species, C29H43NP in total.

```
74
Properties=species:S:1:pos:R:3
C 4.2045 0.9368 3.6341
C 2.9513 1.2592 2.8153
C 2.7731 0.2948 1.6465
C 1.5904 0.6359 0.7019
P -0.0267 0.7945 1.5234
C -1.3403 1.8356 0.7964
C -1.6432 3.1646 1.5246
C -1.9496 3.0290 3.0113
C -2.4093 4.3662 3.6003
C -0.6068 -0.8671 2.0445
C -1.5889 -0.8795 3.2279
C -2.0080 -2.3084 3.6289
C -2.8134 -3.0457 2.5660
H 4.3817 1.7144 4.3844
H 4.1008 -0.0218 4.1569
H 5.0898 0.8783 2.9879
H 2.0612 1.2219 3.4578
H 3.0254 2.2841 2.4325
H 3.6963 0.2917 1.0459
H 2.6580 -0.7282 2.0397
H 1.7902 1.5949 0.1933
H 1.5080 -0.1556 -0.0533
H -1.0216 2.0930 -0.2220
H -2.2676 1.2406 0.7428
H -0.7952 3.8552 1.3952
H -2.5053 3.6309 1.0215
H -2.7303 2.2731 3.1656
H -1.0511 2.6747 3.5360
H -2.7571 4.2325 4.6299
H -1.5888 5.0938 3.6070
H -3.2329 4.7893 3.0112
H -1.0792 -1.3314 1.1769
H 0.2852 -1.4660 2.3000
H -1.1234 -0.3919 4.0986
H -2.4947 -0.3042 2.9738
H -1.1064 -2.8862 3.8727
H -2.5961 -2.2386 4.5527
H -3.3500 -3.8971 3.0002
H -3.5558 -2.3876 2.0957
H -2.1625 -3.4455 1.7765
C 0.4797 -5.0372 -0.5517
N 0.4990 -3.6754 -1.0444
C -0.3215 -2.6925 -0.6123
C -0.0931 -1.5110 -1.3671
C -0.6468 -0.2496 -1.0972
C -0.6165 0.7631 -2.1604
C 0.5756 1.4327 -2.5009
C 0.5962 2.3588 -3.5401
C -0.5504 2.6004 -4.2992
C -0.4626 3.5192 -5.4821
C -1.7460 1.9557 -3.9615
C -1.7921 1.0657 -2.8965
C 0.8420 -1.9040 -2.4333
C 1.2384 -1.3659 -3.6509
C 2.0741 -2.1143 -4.4970
C 2.4822 -3.4133 -4.1596
C 2.0341 -4.0057 -2.9668
C 1.2378 -3.2318 -2.1387
H 1.3532 -5.5616 -0.9454
H 0.5070 -5.0305 0.5447
H -0.4294 -5.5701 -0.8690
H -1.0718 -2.8980 0.1445
H -1.5219 -0.2533 -0.4380
H 1.4903 1.1893 -1.9587
H 1.5199 2.8815 -3.7786
H -1.4364 3.6165 -5.9633
H -0.1184 4.5106 -5.1755
H 0.2535 3.1423 -6.2196
H -2.6484 2.1511 -4.5528
H -2.7237 0.5682 -2.6223
H 0.8758 -0.3899 -3.9543
H 2.3956 -1.6754 -5.4425
H 3.1390 -3.9739 -4.8268
H 2.2740 -5.0319 -2.6829
```

Summary:
LUMO: -4.6 eV
total charge: +1
HOMO-LUMO gap: 5.390 eV

Entry 2:
DFT (the ωB97M-V functional and the def2-TZVPD basis) results for the molecule C3H6N2OS.

```
13
Properties=species:S:1:pos:R:3
C -1.4016 -0.2781 0.4424
N -0.7261 -1.0985 -0.6119
N 0.6346 -1.3405 -0.4958
C 1.4420 -0.4014 -0.0225
C 1.2858 1.0701 0.2127
O 1.9512 1.4982 1.1589
S 0.4191 2.1916 -0.6674
H -1.4465 0.8014 0.1890
H -0.8786 -0.4699 1.4263
H -2.4951 -0.3946 0.6064
H -1.1351 -2.0694 -0.7036
H 2.4332 -0.8056 0.0747
H -0.0830 1.2969 -1.6092
```

Summary:
ΔE to the lowest compared entry with this formula, charge and spin: 323.8 kJ/mol
LUMO: 0.0 eV
total charge: 0
HOMO-LUMO gap: 9.226 eV

Entry 3:
DFT (the ωB97M-V functional and the def2-TZVPD basis) results for a cluster of 3 separate species, C17H22BF7O10S3 in total.

```
60
Properties=species:S:1:pos:R:3
C -2.8137 3.0938 6.7139
C -2.0546 1.9564 5.9472
B -0.5467 2.3260 5.6097
O -0.1938 3.6043 5.2616
C 0.5258 1.1297 5.7313
C 1.6345 0.9719 5.0046
S 2.3439 2.0036 3.7132
O 2.6683 3.2662 4.2919
O 3.5155 1.3819 3.2090
C 1.1662 2.3167 2.2952
F 0.4681 3.3959 2.5639
F 1.9413 2.6157 1.2550
C 0.2954 1.1136 1.8700
F -0.4988 0.6955 2.8673
F 1.0356 0.0816 1.4883
C -0.6717 1.4286 0.6804
F -1.4146 0.3565 0.4587
F -0.0280 1.6858 -0.4306
F -1.5107 2.3930 0.9694
C 2.3434 -0.3153 5.4746
O 3.1967 -0.8713 4.9707
O 1.7387 -0.7323 6.6438
C 0.5173 -0.0504 6.6807
O -0.2927 -0.4358 7.4124
H -2.1116 3.7407 7.2511
H -3.4310 3.6408 5.9900
H -3.5191 2.6452 7.4275
H -2.0679 1.0627 6.5947
H -2.5973 1.6662 5.0298
H 0.2922 4.0557 5.9690
O 1.5298 -2.0295 -4.0015
S 1.7767 -0.6127 -4.1227
O 1.1089 0.1949 -5.1120
C 1.5634 0.1393 -2.5154
C 2.9408 0.0430 -1.8674
C 3.9443 0.4189 -2.9635
C 3.5482 -0.3474 -4.2313
H 0.7892 -0.3876 -1.9616
H 1.2734 1.1783 -2.6715
H 3.0220 0.7002 -1.0013
H 3.1256 -0.9809 -1.5330
H 3.8916 1.4939 -3.1517
H 4.9679 0.1886 -2.6696
H 3.7696 0.2189 -5.1332
H 4.0305 -1.3227 -4.2777
O -3.8566 -5.0918 -6.6811
S -3.8668 -4.2430 -5.5161
O -4.8905 -4.3504 -4.5063
C -2.2611 -4.3286 -4.7349
C -1.4488 -3.2326 -5.4165
C -2.3861 -2.0251 -5.5236
C -3.7335 -2.5341 -6.0499
H -1.8402 -5.3232 -4.8666
H -2.3970 -4.1159 -3.6742
H -0.5468 -2.9954 -4.8546
H -1.1489 -3.5566 -6.4165
H -2.5214 -1.5810 -4.5341
H -1.9760 -1.2532 -6.1744
H -4.5686 -1.9675 -5.6437
H -3.7702 -2.5199 -7.1382
```

Summary:
ΔE to the lowest compared entry with this formula, charge and spin: 70.0 kJ/mol
LUMO: -2.3 eV
total charge: 0
HOMO-LUMO gap: 7.832 eV

Entry 4:
DFT (the ωB97M-V functional and the def2-TZVPD basis) results for the molecule C18H25F3N4O4.

```
54
Properties=species:S:1:pos:R:3
C 3.3794 7.1175 1.6874
C 2.0194 6.5423 2.0568
C 2.1361 5.4607 3.1352
C 0.8062 4.9127 3.5151
N 0.0268 5.4927 4.5139
C -1.0437 4.7833 4.5502
O -1.0847 3.7708 3.6670
C 0.1171 3.8672 3.0004
C 0.4327 2.9024 1.9385
O 1.4533 3.0096 1.2746
N -0.4854 1.9194 1.7514
C -0.3572 0.9150 0.7287
C 0.5960 -0.2202 1.0222
N 1.9741 0.1719 0.7036
C 3.0221 -0.6075 1.1380
O 3.9002 -0.2054 1.8735
C 3.0582 -2.0471 0.6232
N 4.1762 -2.0891 -0.3129
C 4.0473 -2.6044 -1.5459
O 3.0538 -3.1120 -2.0140
C 5.3310 -2.5455 -2.4076
F 6.3466 -1.9204 -1.7788
F 5.7383 -3.7826 -2.7047
F 5.0941 -1.8942 -3.5466
C 3.2241 -3.0641 1.7567
C 3.2946 -4.4823 1.2017
C 2.0828 -2.9280 2.7598
C -1.6231 0.6156 -0.0306
C -0.5035 1.3678 -0.6898
H 3.2902 7.8840 0.9174
H 3.8620 7.5703 2.5559
H 4.0406 6.3362 1.3083
H 1.3574 7.3349 2.4147
H 1.5464 6.1030 1.1751
H 2.7655 4.6506 2.7665
H 2.5956 5.8817 4.0318
H -1.8993 4.9035 5.1939
H -1.2396 1.8404 2.4142
H 0.4886 -0.5060 2.0735
H 0.3133 -1.0830 0.4149
H 2.1326 1.1452 0.9644
H 2.1655 -2.2746 0.0399
H 5.0431 -1.6579 -0.0306
H 4.1635 -2.8197 2.2616
H 2.3746 -4.7368 0.6706
H 4.1250 -4.6071 0.5068
H 3.4275 -5.1988 2.0132
H 1.1175 -3.1097 2.2780
H 2.1925 -3.6607 3.5595
H 2.0635 -1.9379 3.2184
H -1.8025 -0.4086 -0.3250
H -2.5062 1.1735 0.2486
H -0.6294 2.4278 -0.8529
H 0.1019 0.8558 -1.4243
```

Summary:
ΔE to the lowest compared entry with this formula, charge and spin: 62.5 kJ/mol
LUMO: 0.4 eV
total charge: 0
HOMO-LUMO gap: 10.083 eV

Entry 5:
DFT (the ωB97M-V functional and the def2-TZVPD basis) results for the molecule C4H9NO.

```
15
Properties=species:S:1:pos:R:3
C 0.6281 -1.2895 -1.1146
C -0.6251 -0.5287 -0.5367
O -1.2179 -1.2055 0.5490
C -0.0797 0.7941 -0.1021
C -0.4910 1.5357 1.0928
N 0.6917 0.6027 1.1045
H 0.3309 -2.3266 -1.2260
H 0.9108 -0.8605 -2.0826
H 1.6020 -1.3392 -0.5552
H -1.4615 -0.3716 -1.2499
H -0.5354 -1.1518 1.2387
H 0.3824 1.3758 -0.8958
H -1.3138 1.1593 1.7005
H -0.4548 2.6343 1.0644
H 1.6335 0.9716 1.0130
```

Summary:
ΔE to the lowest compared entry with this formula, charge and spin: 225.8 kJ/mol
LUMO: 1.0 eV
total charge: 0
HOMO-LUMO gap: 10.775 eV

Entry 6:
DFT (the ωB97M-V functional and the def2-TZVPD basis) results for the molecule C5H8O.

```
14
Properties=species:S:1:pos:R:3
O 0.9136 0.9431 1.5551
C 0.5040 0.0898 0.2653
C 0.6108 0.7840 -1.0332
C -0.6942 0.7600 -0.2420
C -1.3115 -0.6687 -0.4084
C -0.1273 -1.2705 0.4057
H 1.7166 1.4656 1.3738
H 1.1387 1.7360 -1.0673
H 0.8059 0.1587 -1.9101
H 0.0558 1.4982 1.3044
H -2.2961 -0.8045 0.0476
H -1.3546 -1.0277 -1.4441
H -0.4067 -1.4697 1.4432
H 0.4277 -2.1299 0.0119
```

Summary:
ΔE to the lowest compared entry with this formula, charge and spin: 585.9 kJ/mol
LUMO: 0.4 eV
total charge: 0
HOMO-LUMO gap: 7.952 eV

Entry 7:
DFT (the ωB97M-V functional and the def2-TZVPD basis) results for the ion C4H11N2OS with charge +1.

```
19
Properties=species:S:1:pos:R:3
C -0.0981 0.1997 0.2597
C 0.8655 1.8966 -1.1723
C -1.8783 0.5144 1.7780
C 0.3782 -2.6817 -0.5189
N 0.7341 0.5420 -0.6938
N -0.9155 0.9739 0.8363
O 1.6056 -0.3978 -1.1858
S -0.2206 -1.5620 0.7527
H 1.7173 2.3397 -0.6878
H 0.9144 1.7355 -2.3016
H -0.1212 2.5284 -1.0550
H -2.5788 1.3213 2.1916
H -1.3367 0.0958 2.6897
H -2.4945 -0.3602 1.4842
H -0.1249 -3.6565 -0.3541
H 1.3763 -2.9576 -0.4552
H 0.2856 -2.1812 -1.4925
H -0.6639 2.0202 0.8157
H 2.5557 -0.3706 -0.8909
```

Summary:
ΔE to the lowest compared entry with this formula, charge and spin: 351.9 kJ/mol
LUMO: -3.1 eV
total charge: +1
HOMO-LUMO gap: 10.415 eV

Entry 8:
DFT (the ωB97M-V functional and the def2-TZVPD basis) results for a cluster of 3 separate species, C18H50BFN7O3P2 in total.

```
82
Properties=species:S:1:pos:R:3
C -1.6508 1.3371 -3.4341
C -0.2873 1.1018 -4.1030
N 0.7649 2.0022 -3.6043
C 2.0594 1.6945 -4.2616
C 3.2645 1.5249 -3.2984
B 3.3883 2.6321 -2.0818
F 3.1626 1.8994 -0.8087
C 0.3700 3.3732 -3.7214
C 0.4282 4.1595 -5.0327
O -0.0550 3.9312 -2.7643
H -1.5335 1.5436 -2.3628
H -2.2504 0.4150 -3.5422
H -2.2183 2.1215 -3.9557
H -0.3059 1.1493 -5.2125
H 0.0295 0.0796 -3.8374
H 2.3535 2.4015 -5.0553
H 1.9162 0.7179 -4.7693
H 3.3321 0.5198 -2.8456
H 4.1741 1.6466 -3.9237
H 4.5095 3.1273 -2.0705
H 2.6198 3.5673 -2.1871
H -0.1165 5.1080 -4.9831
H 1.4801 4.4134 -5.2498
H 0.0566 3.5944 -5.9039
O 4.1129 -4.7453 0.1406
P 3.9625 -3.7858 1.3156
N 2.4092 -4.3400 1.8099
C 1.1026 -3.7477 1.6937
C 2.3602 -5.6805 2.3690
N 3.9736 -2.3533 0.3644
C 2.8732 -1.4133 0.2564
C 4.6353 -2.4424 -0.9362
N 4.1224 -2.8163 2.7355
C 3.1934 -2.6640 3.8335
C 5.1697 -1.7966 2.7557
H 0.6117 -3.6834 2.6789
H 0.4456 -4.3376 1.0419
H 1.0987 -2.7323 1.3116
H 2.8499 -5.7180 3.3539
H 2.8653 -6.4003 1.7169
H 1.3360 -6.0316 2.5018
H 2.0599 -1.8093 -0.3652
H 3.2058 -0.4773 -0.2024
H 2.4875 -1.1205 1.2365
H 3.9893 -2.9115 -1.6889
H 5.5593 -3.0144 -0.8714
H 4.9080 -1.4475 -1.2974
H 2.3931 -1.9622 3.5802
H 3.6997 -2.2764 4.7223
H 2.7593 -3.6112 4.1509
H 4.7868 -0.8231 2.4389
H 5.9984 -2.0662 2.1035
H 5.5986 -1.6819 3.7576
O -5.5327 2.2974 -0.1354
P -4.6818 1.2368 0.5482
N -5.6303 1.1297 1.9809
C -5.3924 1.5943 3.3216
C -6.9542 0.5492 1.8248
N -3.2665 2.2141 0.6633
C -2.6420 2.6334 1.8975
C -3.1432 3.2998 -0.3096
N -3.7434 -0.1371 1.0041
C -3.8644 -0.9599 2.1875
C -2.4894 -0.3803 0.2895
H -5.4848 0.7685 4.0457
H -6.1130 2.3671 3.6179
H -4.4019 2.0043 3.4897
H -6.8919 -0.5276 1.6084
H -7.5005 1.0242 1.0039
H -7.5609 0.6655 2.7238
H -3.2149 3.4256 2.3971
H -1.6413 3.0285 1.7029
H -2.4863 1.7955 2.5825
H -3.7410 4.1748 -0.0229
H -3.4581 2.9761 -1.2988
H -2.1033 3.6225 -0.4085
H -3.3843 -0.4868 3.0498
H -3.3847 -1.9311 2.0378
H -4.8994 -1.1950 2.4320
H -1.6373 0.0600 0.8138
H -2.5196 0.0313 -0.7177
H -2.2963 -1.4519 0.1714
```

Summary:
LUMO: 1.9 eV
total charge: -1
HOMO-LUMO gap: 6.403 eV

Entry 9:
DFT (the ωB97M-V functional and the def2-TZVPD basis) results for the molecule C2H4N2.

```
8
Properties=species:S:1:pos:R:3
C -0.8822 -0.9000 -0.5748
C -0.1192 0.2426 -0.2979
N 1.5675 1.6554 0.7724
N 0.9037 0.5941 0.6399
H -1.4831 -1.1292 -1.4153
H -0.2532 1.0737 -0.9142
H -0.8168 -1.5782 0.2709
H 1.0833 0.0415 1.5190
```

Summary:
ΔE to the lowest compared entry with this formula, charge and spin: 403.1 kJ/mol
LUMO: 0.0 eV
total charge: 0
HOMO-LUMO gap: 8.292 eV

Entry 10:
DFT (the ωB97M-V functional and the def2-TZVPD basis) results for a structure of composition C31H32EuN3P.

```
68
Properties=species:S:1:pos:R:3
C 1.4547 -1.0355 2.5843
C 0.0651 -1.9806 2.6948
H 2.0661 -1.2539 1.6921
H 2.0461 -1.3845 3.4353
H 1.3014 0.0417 2.7670
H -0.0612 -2.6785 1.8490
H 0.2425 -2.6071 3.5716
H -0.8548 -1.4129 2.9196
C 2.6680 0.2549 -0.7758
C 3.4289 0.8926 -1.7685
C 2.9723 0.8525 -3.0888
C 1.7496 0.2348 -3.3613
H 2.9589 0.2945 0.2796
H 4.3485 1.3987 -1.4814
H 3.5439 1.3070 -3.8965
H 1.3254 0.2071 -4.3615
N 1.5293 -0.4039 -1.0482
C 1.0127 -0.3465 -2.3044
C -0.3827 -0.8107 -2.4756
N -1.0632 -1.1306 -1.3423
C -2.3798 -1.3918 -1.4143
C -2.3823 -1.1404 -3.8070
C -3.0834 -1.4075 -2.6269
H -2.8693 -1.5740 -0.4550
H -4.1479 -1.6234 -2.6141
C -1.0218 -0.8471 -3.7333
H -0.4286 -0.6308 -4.6187
H -2.8861 -1.1512 -4.7719
Eu -0.0158 -0.5261 0.9968
C -2.5211 -0.4327 1.7268
H -2.8927 -1.4606 1.5782
H -3.0294 0.2815 1.0661
H -2.5993 -0.1253 2.7808
N 0.3072 1.6392 0.7729
P -0.2013 2.9559 1.4427
C -1.4892 3.8861 0.5631
C -1.4549 5.2863 0.4535
C -2.5243 5.9668 -0.1339
C -3.6085 5.2538 -0.6555
C -3.6010 3.8539 -0.6295
C -2.5260 3.1675 -0.0551
C -0.8626 2.6317 3.1058
C 0.0135 2.0436 4.0320
C -0.4904 1.4815 5.2066
C -1.8593 1.5603 5.4859
C -2.7213 2.2061 4.5928
C -2.2280 2.7433 3.3995
C 1.0959 4.1732 1.7875
C 2.2688 4.1151 1.0260
C 3.2863 5.0466 1.2612
C 3.1331 6.0204 2.2562
C 1.9685 6.0585 3.0311
C 0.9507 5.1275 2.8053
H -0.5984 5.8436 0.8324
H -2.5071 7.0567 -0.1801
H -4.4535 5.7886 -1.0927
H -4.4340 3.2917 -1.0541
H -2.4845 2.0762 -0.0845
H 1.0880 2.0176 3.8268
H 0.1916 0.9833 5.8983
H -2.2535 1.1153 6.4005
H -3.7870 2.2820 4.8131
H -2.8988 3.2352 2.6937
H 2.3707 3.3313 0.2728
H 4.1989 5.0109 0.6643
H 3.9249 6.7508 2.4322
H 1.8450 6.8086 3.8134
H 0.0476 5.1436 3.4196
```

Summary:
spin multiplicity: 8
ΔE to the lowest compared entry with this formula, charge and spin: 0.0 kJ/mol
LUMO (spin up / spin down): -0.3 / -0.3 eV
total charge: 0
HOMO-LUMO gap (spin up / spin down): 5.157 / 5.569 eV

Entry 11:
DFT (the ωB97M-V functional and the def2-TZVPD basis) results for a structure of composition C5H7FN2.

```
15
Properties=species:S:1:pos:R:3
C -0.2024 1.7826 -1.7015
C -0.7608 2.4110 -0.5810
C 0.1775 0.5537 -1.2621
C -0.0359 -2.0109 1.2284
C -0.1395 -0.5839 1.7099
N -0.1267 0.3795 0.0709
N -0.6655 1.5073 0.4541
F 1.1068 -0.2458 2.0889
H -0.0250 2.1357 -2.7434
H -1.0661 3.3624 -0.4088
H 0.8805 -2.1257 0.6276
H 0.2468 -2.5164 2.1995
H -0.9118 -2.1486 0.6430
H 0.3740 -0.3600 -1.7242
H -1.0649 1.2993 1.3225
```

Summary:
ΔE to the lowest compared entry with this formula, charge and spin: 439.8 kJ/mol
LUMO: 1.0 eV
total charge: 0
HOMO-LUMO gap: 8.940 eV

Number 1: energy -41542.4207 eV. Number 2: energy -19068.8102 eV. Number 3: energy -90663.5637 eV. Number 4: energy -41375.8250 eV. Number 5: energy -7829.9798 eV. Number 6: energy -7356.1832 eV. Number 7: energy -20180.0266 eV. Number 8: energy -58019.4781 eV. Number 9: energy -5114.7828 eV. Number 10: energy -65750.5074 eV. Number 11: energy -10991.7492 eV.